Entry 1:
This record from OMol25 describes C43H45AsBF2HfN8S as an isolated structure at a distorted geometry. The level of theory is ωB97M-V/def2-TZVPD.

## Properties
* Kohn-Sham gap: 7.0 eV
* HOMO energy: -9.8 eV
* ΔE to the lowest compared entry with this formula, charge and spin: 3.9 kcal/mol
* charge: +1

Geometry (Å):
Hf: 0.1036 0.2058 -0.0587
C: 3.8131 2.3133 0.6984
C: 2.3953 2.6879 1.1779
C: 1.4384 3.2360 0.1212
N: 0.8105 2.2230 -0.7318
C: 0.2003 2.6694 -1.8448
C: -0.0088 4.0224 -2.1307
C: -0.4317 4.6781 -3.2869
C: -0.6209 4.1898 -4.5585
C: -0.5502 2.8489 -4.9182
C: -0.4792 1.7341 -4.1075
C: -0.3765 1.6153 -2.7011
N: -0.7183 0.5009 -2.0654
C: -1.3994 -0.5734 -2.8003
C: -2.1481 -1.4939 -1.8436
C: -1.2440 -2.5216 -1.1768
N: -0.0431 -1.8725 -0.6437
C: 1.0584 -2.6002 -0.4156
C: 1.0021 -3.9965 -0.3321
C: 1.9767 -4.9460 -0.0434
C: 3.3288 -4.7873 0.1900
C: 4.0254 -3.5943 0.1043
C: 3.5785 -2.3118 -0.1702
C: 2.2930 -1.7917 -0.3691
N: 2.0807 -0.4932 -0.6243
C: 3.2383 0.3733 -0.8907
C: 4.0131 0.8346 0.3607
H: 4.5191 2.5713 1.4896
H: 4.0808 2.9274 -0.1701
H: 2.4832 3.4665 1.9371
H: 1.9429 1.8304 1.6828
H: 1.9941 3.9367 -0.5062
H: 0.6600 3.8193 0.6244
H: 0.1611 4.6855 -1.2926
H: -0.5696 5.7486 -3.1670
H: -0.8365 4.9060 -5.3424
H: -0.6381 2.6360 -5.9784
H: -0.5334 0.7868 -4.6289
H: -0.6642 -1.1527 -3.3704
H: -2.1013 -0.1458 -3.5153
H: -2.9405 -2.0181 -2.3791
H: -2.6392 -0.8826 -1.0883
H: -0.9406 -3.2545 -1.9300
H: -1.8015 -3.0503 -0.4019
H: 0.0132 -4.4097 -0.4777
H: 1.6093 -5.9669 0.0070
H: 3.8997 -5.6777 0.4240
H: 5.0950 -3.6689 0.2657
H: 4.3659 -1.5725 -0.2026
H: 2.8530 1.2434 -1.4077
H: 3.9018 -0.1343 -1.5936
H: 5.0797 0.6510 0.2130
H: 3.7042 0.2338 1.2204
C: -0.9760 -5.5287 3.9193
C: -1.8797 -4.5064 3.3348
N: -3.1669 -4.5532 3.3124
N: -3.5186 -3.3850 2.6704
C: -2.4975 -2.6122 2.2953
S: -2.5810 -1.1222 1.5270
N: -1.4304 -3.3489 2.7164
N: -0.1276 -2.9318 2.5271
H: -1.5790 -6.3424 4.3150
H: -0.3786 -5.1034 4.7258
H: -0.2952 -5.9304 3.1660
H: -4.4878 -3.1597 2.5361
H: 0.2592 -2.5535 3.3822
H: 0.4401 -3.6863 2.1701
C: -3.4131 6.7379 -0.5721
C: -3.4283 5.7711 -1.5727
C: -3.0466 4.4702 -1.2848
C: -2.6521 4.1271 0.0038
C: -2.6155 5.0915 0.9979
C: -3.0013 6.3975 0.7081
As: -2.2230 2.2566 0.3816
C: -3.9775 1.5669 -0.0890
C: -4.4332 1.2505 -1.3612
C: -5.7299 0.7735 -1.5240
C: -6.5523 0.6165 -0.4116
C: -6.0884 0.9303 0.8597
C: -4.7930 1.4091 1.0305
C: -4.1574 1.7730 2.3208
C: -4.7465 1.6839 3.5760
C: -4.0258 2.0491 4.7071
C: -2.7131 2.4955 4.5961
C: -2.1135 2.5703 3.3448
C: -2.8402 2.2187 2.2192
H: -3.7306 7.7512 -0.7900
H: -3.7420 6.0299 -2.5780
H: -3.0635 3.7251 -2.0707
H: -2.3029 4.8386 2.0004
H: -2.9870 7.1445 1.4922
H: -3.7863 1.3687 -2.2269
H: -6.0981 0.5247 -2.5135
H: -7.5666 0.2523 -0.5388
H: -6.7393 0.7996 1.7182
H: -5.7648 1.3252 3.6790
H: -4.4891 1.9798 5.6840
H: -2.1566 2.7759 5.4820
H: -1.0825 2.8940 3.2582
F: -0.1483 0.1410 3.4855
B: 0.3247 0.0575 2.2417
F: 1.4961 -0.7013 2.2141


Entry 2:
This record from OMol25 describes C18H39GeO3RuS3 as an isolated structure. The level of theory is ωB97M-V/def2-TZVPD.

## Properties
* Kohn-Sham gap (alpha / beta): 7.7 / 7.0 eV
* HOMO energy (alpha / beta): -18.5 / -19.2 eV
* ΔE to the lowest compared entry with this formula, charge and spin: 0.0 kcal/mol
* charge: +3
* spin multiplicity: 5

Geometry (Å):
Ru: -0.5367 -0.7272 -0.5191
C: -0.9168 -1.3694 3.4996
C: -1.6234 -0.4612 2.5165
C: -2.0696 0.8403 3.1623
C: -2.7816 -1.1445 1.8096
O: -0.6086 -0.1033 1.4548
Ge: -0.0371 1.6551 1.1331
O: -0.7685 1.2942 -0.5715
C: -1.3958 2.3826 -1.4075
C: -0.7873 3.6859 -0.9236
C: -1.0426 2.1093 -2.8535
C: -2.8887 2.3107 -1.1559
O: 1.6420 1.3894 0.7471
C: 2.7658 1.7550 1.6438
C: 3.3307 3.0713 1.1510
C: 2.2442 1.8545 3.0696
C: 3.7615 0.6145 1.5013
H: -1.6232 -1.6919 4.2651
H: -0.0979 -0.8487 3.9960
H: -0.5255 -2.2591 3.0057
H: -2.7800 0.6296 3.9615
H: -2.5706 1.4961 2.4430
H: -1.2237 1.3612 3.6241
H: -3.6138 -1.2662 2.5030
H: -2.5075 -2.1480 1.4764
H: -3.1447 -0.5399 0.9717
H: 0.2973 3.6976 -1.0522
H: -1.0449 3.8829 0.1250
H: -1.2016 4.5150 -1.4972
H: 0.0272 1.9207 -2.9648
H: -1.2872 2.9841 -3.4557
H: -1.6356 1.2817 -3.2459
H: -3.1264 2.5193 -0.1111
H: -3.2844 1.3298 -1.4274
H: -3.3977 3.0567 -1.7665
H: 2.5994 3.8753 1.2587
H: 3.6249 3.0006 0.1043
H: 4.2093 3.3390 1.7375
H: 1.5091 2.6658 3.1581
H: 3.0538 2.0926 3.7585
H: 1.7988 0.9084 3.3922
H: 4.1027 0.5322 0.4685
H: 3.3139 -0.3276 1.8268
H: 4.6299 0.8075 2.1297
C: -1.5947 -3.7817 -1.0961
C: -1.5215 -3.2741 -2.5191
S: -1.4569 -1.4407 -2.5945
C: -0.1042 -1.1754 -3.7934
C: 1.2646 -1.6376 -3.3184
S: 1.7263 -0.9578 -1.6855
C: 2.2667 -2.4387 -0.7684
C: 1.2458 -3.5603 -0.6828
S: -0.3654 -3.0277 0.0145
H: -1.4638 -4.8648 -1.0547
H: -2.5522 -3.5502 -0.6262
H: -2.4118 -3.5729 -3.0738
H: -0.6539 -3.6573 -3.0527
H: -0.1204 -0.1090 -4.0016
H: -0.3953 -1.6968 -4.7070
H: 2.0180 -1.2841 -4.0240
H: 1.3465 -2.7214 -3.2764
H: 2.5372 -2.0526 0.2163
H: 3.1821 -2.8065 -1.2353
H: 1.6177 -4.3397 -0.0159
H: 1.0458 -4.0224 -1.6475


Entry 3:
This record from OMol25 describes an isolated ion of composition C22H23F2SSi and charge +1 at a distorted geometry. The level of theory is ωB97M-V/def2-TZVPD.

## Properties
* Kohn-Sham gap: 5.5 eV
* HOMO energy: -11.2 eV
* charge: +1

Geometry (Å):
F: -1.0495 -4.8447 3.8837
C: -0.3758 -3.6594 3.7206
C: 0.4355 -3.2131 4.7589
C: 1.2273 -2.0917 4.4829
C: 1.2206 -1.4989 3.2112
C: 0.2774 -1.8668 2.2381
C: 0.1930 -1.1170 0.8649
C: -0.6134 -1.9035 -0.1734
C: -1.1073 -1.4619 -1.3470
C: -1.7564 -2.3127 -2.3346
C: -2.0723 -3.6614 -2.0331
C: -2.6643 -4.4421 -3.0182
F: -2.9837 -5.7390 -2.7001
C: -2.9695 -3.9756 -4.2921
C: -2.6356 -2.6426 -4.5864
C: -2.0454 -1.8225 -3.6302
C: -0.5397 -2.9695 2.5134
H: 0.4731 -3.7358 5.7217
H: 1.8727 -1.6877 5.2665
H: 1.9401 -0.7042 3.0017
H: 1.2342 -1.0918 0.4722
H: -0.6799 -2.9713 0.0379
H: -0.9748 -0.4190 -1.6567
H: -1.8615 -4.0831 -1.0546
H: -3.4528 -4.6247 -5.0140
H: -2.8659 -2.2487 -5.5711
H: -1.7963 -0.7852 -3.8670
H: -1.3121 -3.3197 1.8278
C: 2.8744 4.9949 0.3956
Si: 1.4667 4.2403 -0.5720
C: 0.1297 5.5391 -0.6511
C: 2.0926 3.8001 -2.2754
C: 0.8509 2.6853 0.2630
C: 0.9078 2.3911 1.6410
C: 0.3518 1.1775 2.0064
C: -0.2450 0.3173 0.9438
S: 0.2136 1.3337 -0.5567
H: 3.3242 5.7449 -0.2763
H: 2.5051 5.5007 1.3014
H: 3.6362 4.2491 0.6683
H: 0.4789 6.3200 -1.3451
H: -0.8251 5.1334 -1.0122
H: -0.0179 5.9903 0.3421
H: 2.6731 4.6682 -2.6214
H: 2.7534 2.9230 -2.2430
H: 1.2757 3.6138 -2.9843
H: 1.3890 3.0858 2.3216
H: 0.3991 0.7946 3.0207
H: -1.3517 0.3904 0.9103


Entry 4:
This record from OMol25 describes one molecule with the formula C4H5NO2 at a distorted geometry. The level of theory is ωB97M-V/def2-TZVPD.

## Properties
* Kohn-Sham gap: 10.6 eV
* HOMO energy: -9.7 eV
* ΔE to the lowest compared entry with this formula, charge and spin: 62.5 kcal/mol
* charge: 0
* structure (SMILES): O=C1NC[C@H]2O[C@@H]12

Geometry (Å):
O: 0.7973 2.3313 0.3733
C: 0.4448 1.1740 0.2781
N: 1.1944 0.1036 -0.1226
C: 0.4577 -1.1086 -0.4503
C: -0.9731 -0.7437 -0.0927
O: -1.1397 -0.4580 1.2695
C: -0.9326 0.6890 0.5180
H: 2.1964 0.1769 -0.1181
H: 0.8425 -1.9707 0.1172
H: 0.5316 -1.3559 -1.5153
H: -1.6452 -0.2297 -0.7765
H: -1.7741 1.3919 0.5193


Entry 5:
This record from OMol25 describes C23H20CrN4O2S3Se2 as an isolated structure at a distorted geometry. The level of theory is ωB97M-V/def2-TZVPD.

## Properties
* Kohn-Sham gap (alpha / beta): 4.7 / 5.0 eV
* HOMO energy (alpha / beta): -0.9 / -1.3 eV
* ΔE to the lowest compared entry with this formula, charge and spin: 10.7 kcal/mol
* charge: -2
* spin multiplicity: 5

Geometry (Å):
Cr: -0.0444 -0.4516 0.6949
O: 1.1416 2.5326 5.1504
C: -0.2848 2.5552 5.1046
C: -0.8128 1.7473 3.9161
C: -2.3455 1.7430 4.1402
O: -3.1293 1.4237 3.0198
C: -0.4797 2.5047 2.6011
Se: 0.9292 1.8454 1.3817
C: -0.2418 0.3274 4.0388
Se: -1.1864 -1.1217 3.0736
H: 1.4320 3.2165 5.7579
H: -0.6412 3.5894 5.0112
H: -0.6959 2.1358 6.0355
H: -2.6632 2.7468 4.4503
H: -2.5577 1.0546 4.9727
H: -2.8314 0.5339 2.7351
H: -0.1501 3.5122 2.8619
H: -1.3891 2.5963 2.0103
H: -0.2531 0.0454 5.0955
H: 0.7926 0.3356 3.7018
S: 0.1247 -2.3882 -0.8882
C: -1.1353 -2.1939 -2.0837
C: -2.0867 -3.2172 -2.1984
C: -3.1044 -3.1977 -3.1428
C: -4.0371 -4.2898 -3.2092
N: -4.7711 -5.1762 -3.2603
C: -3.1899 -2.1196 -4.0392
C: -2.2617 -1.0934 -3.9384
C: -1.2388 -1.0896 -2.9818
S: -0.2011 0.2992 -2.8944
C: -4.2108 -2.0702 -5.0487
N: -5.0208 -2.0332 -5.8670
H: -2.0231 -4.0484 -1.5088
H: -2.3265 -0.2536 -4.6164
N: 1.6895 -1.3209 1.4942
C: 2.5543 -1.9098 1.9538
C: 3.5822 -2.7155 2.5534
C: 3.2132 -3.7218 3.4438
C: 4.1911 -4.5108 4.0261
C: 5.5303 -4.2993 3.7253
C: 5.8935 -3.2931 2.8407
C: 4.9237 -2.4979 2.2530
H: 2.1631 -3.8647 3.6658
H: 3.9075 -5.2939 4.7171
H: 6.2916 -4.9195 4.1814
H: 6.9374 -3.1275 2.6078
H: 5.1890 -1.7091 1.5620
S: -3.0938 1.7288 -1.8782
C: -3.8886 0.4470 -1.0079
C: -2.9955 -0.1720 -0.2129
N: -1.7149 0.3178 -0.2422
C: -1.5469 1.2526 -1.1895
H: -4.9220 0.1958 -1.1729
H: -3.2097 -1.0124 0.4327
H: -0.8085 2.0247 -1.0353


Entry 6:
This record from OMol25 describes a 2-piece molecular cluster, C22H24N2O4 overall at a distorted geometry. The level of theory is ωB97M-V/def2-TZVPD.

## Properties
* Kohn-Sham gap: 8.3 eV
* HOMO energy: -7.8 eV
* ΔE to the lowest compared entry with this formula, charge and spin: 30.8 kcal/mol
* charge: 0
* structure (SMILES): CNC(=O)[C@H](Cc1ccc(O)cc1)NC(C)=O.Oc1cccc2ccccc12

Geometry (Å):
C: 4.7619 2.4836 -4.2262
N: 3.6826 1.6552 -3.6893
C: 3.8602 0.4338 -3.1676
O: 4.9611 -0.0984 -3.1300
C: 2.6121 -0.2653 -2.6034
C: 2.1837 0.3705 -1.2676
C: 0.6822 0.5154 -1.1580
C: -0.0960 -0.5133 -0.5941
C: -1.5000 -0.4063 -0.5830
C: -2.1228 0.7348 -1.1344
O: -3.4759 0.8378 -1.1509
C: -1.3406 1.7745 -1.6747
C: 0.0613 1.6641 -1.6866
N: 2.7964 -1.7151 -2.4237
C: 1.9715 -2.7030 -2.7678
C: 0.7144 -2.4084 -3.5630
O: 2.2290 -3.8564 -2.4621
H: 5.0358 2.1348 -5.2232
H: 4.4461 3.5260 -4.2818
H: 5.6423 2.4138 -3.5826
H: 2.7490 2.0323 -3.7004
H: 1.8195 -0.0829 -3.3286
H: 2.5652 -0.2169 -0.4302
H: 2.6210 1.3658 -1.1755
H: 0.3824 -1.3955 -0.1879
H: -2.0974 -1.1961 -0.1526
H: -3.8923 0.0932 -0.7136
H: -1.8320 2.6429 -2.0874
H: 0.6555 2.4598 -2.1119
H: 3.6640 -2.0102 -1.9997
H: 0.9880 -1.9401 -4.5056
H: 0.2040 -3.3486 -3.7660
H: 0.0553 -1.7565 -2.9957
O: -3.2552 -2.0185 6.0559
C: -2.3789 -1.2268 5.3595
C: -1.0357 -1.2036 5.7503
C: -0.1106 -0.4123 5.0637
C: -0.5279 0.3669 3.9821
C: -1.8694 0.3593 3.5775
C: -2.2906 1.1499 2.4984
C: -3.6310 1.1516 2.1013
C: -4.5586 0.3502 2.7697
C: -4.1486 -0.4430 3.8457
C: -2.8063 -0.4460 4.2673
H: -2.7920 -2.4839 6.7684
H: -0.6986 -1.8027 6.5889
H: 0.9320 -0.4014 5.3682
H: 0.1955 0.9824 3.4564
H: -1.5776 1.7735 1.9676
H: -3.9503 1.7834 1.2778
H: -5.6006 0.3495 2.4640
H: -4.8829 -1.0543 4.3623